[1]
Molecular formula: C36H40BiFN7O4Si
Method: DFT, the ωB97M-V functional and the def2-TZVPD basis

Total charge = -1
ΔE to the lowest compared entry with this formula, charge and spin = 0.000 eV

Cartesian coordinates (Å):
Bi -1.15577 -0.33673 0.42766
C 3.32506 2.53142 -1.17721
N 1.88292 2.24642 -1.22799
C 1.51654 1.17210 -2.16176
C 2.14908 -0.16647 -1.91211
N 2.12500 -0.76213 -0.77295
C 2.89088 -1.90986 -0.90725
C 3.17419 -2.91473 0.01540
C 3.97863 -3.95740 -0.41041
C 4.48053 -4.01932 -1.72119
C 4.17989 -3.04433 -2.65820
C 3.37453 -1.99424 -2.22457
N 2.87698 -0.86335 -2.85710
C 4.15169 2.15717 0.03178
N 3.77413 1.51678 1.08954
C 4.90733 1.43433 1.90073
C 5.08442 0.80626 3.13128
C 6.33772 0.86354 3.71685
C 7.40227 1.53291 3.09818
C 7.24736 2.15617 1.87151
C 5.98652 2.08502 1.28938
N 5.47347 2.54440 0.09369
H 3.45653 3.61362 -1.29330
H 3.78298 2.07708 -2.06047
H 1.53100 2.05762 -0.29092
H 1.79391 1.52065 -3.15948
H 0.43289 1.04760 -2.15685
H 2.74229 -2.89443 1.01348
H 4.21240 -4.75901 0.28093
H 5.10522 -4.85739 -2.01034
H 4.53426 -3.10676 -3.68248
H 2.97703 -0.63764 -3.82713
H 4.27171 0.27842 3.60954
H 6.49708 0.37028 4.66862
H 8.36886 1.56114 3.58667
H 8.07202 2.67125 1.39186
H 5.96915 3.07158 -0.59820
O 0.98180 -3.39343 2.70879
C 0.16607 -2.64228 2.18504
O -0.10604 -2.49834 0.94648
C -0.68666 -1.71656 3.12135
O -0.78662 -1.91902 4.30809
O -1.28485 -0.68252 2.54110
C -5.40239 -2.86628 0.23019
Si -3.75490 -2.56812 1.12501
C -4.25770 -1.46458 2.55579
C -3.16242 -4.18754 1.86917
N -2.65314 -1.89611 -0.07804
C -2.51131 -2.47380 -1.32533
C -2.87926 -3.79847 -1.65203
C -2.78113 -4.31175 -2.93535
C -2.29096 -3.53825 -3.98221
C -1.89597 -2.23872 -3.70107
C -2.01430 -1.75350 -2.41966
F -1.63819 -0.45071 -2.21099
H -6.01208 -3.58316 0.79852
H -5.29294 -3.25336 -0.78824
H -5.96483 -1.92556 0.17342
H -5.29914 -1.69676 2.80820
H -4.19279 -0.40247 2.31418
H -3.63789 -1.64205 3.43876
H -3.98521 -4.66539 2.41516
H -2.34729 -4.01065 2.58072
H -2.78619 -4.89705 1.12691
H -3.23957 -4.43934 -0.85926
H -3.08573 -5.33658 -3.11657
H -2.21726 -3.93462 -4.98748
H -1.50251 -1.58234 -4.47046
C 0.16466 3.85082 2.30227
N -0.86661 2.84277 2.12211
C -1.37077 2.44456 3.43800
C -1.92992 3.42714 1.34481
C -3.06727 2.54356 0.87788
C -4.26623 3.25540 0.74492
C -5.39107 2.70884 0.15773
C -5.31052 1.42726 -0.35938
C -4.12895 0.71230 -0.21953
C -2.98409 1.20230 0.43597
H -0.24440 4.75702 2.78197
H 0.58967 4.13722 1.33612
H 0.95765 3.46225 2.93546
H -1.80260 3.31162 3.97031
H -0.55058 2.04152 4.03338
H -2.12611 1.67089 3.35107
H -1.49187 3.86701 0.44287
H -2.36383 4.26459 1.91983
H -4.30858 4.28039 1.10300
H -6.31129 3.27982 0.09907
H -6.16137 0.97968 -0.86317
H -4.09553 -0.27929 -0.65312


[2]
Molecular formula: C2H6Br2N
Method: DFT, the ωB97M-V functional and the def2-TZVPD basis

Total charge = +1
ΔE to the lowest compared entry with this formula, charge and spin = 0.847 eV
SMILES = BrC[NH2+]CBr

Cartesian coordinates (Å):
Br 0.65633 -2.92211 0.67078
C -0.36105 -1.22955 0.28365
N 0.45610 -0.02436 0.11369
C -0.31569 1.40123 -0.26804
Br 0.84920 2.54608 -1.34517
H -0.97897 -1.17699 1.13030
H -1.00560 -1.42834 -0.55635
H 1.19240 0.00518 -0.58660
H 1.07184 0.17272 0.92157
H -0.56657 1.79686 0.61972
H -0.99798 0.85928 -0.98356


Number 1: E_HOMO -5.100 eV. Number 2: E_HOMO -14.927 eV.